The following is a DFT calculation (wB97M-V/def2-TZVPD) of a structure of composition C9H36BeN18O13S.

Structure (ORCA input):
```
! RIJCOSX wB97M-V def2-TZVPD def2/J DEFGRID3
* xyz 0 1
Be -3.96 1.56 -0.54
S 0.43 0.95 -0.42
O -0.48 -0.14 -0.25
O 1.09 1.33 0.81
O 1.42 0.59 -1.36
O -0.35 2.06 -0.92
C -3.97 -5.34 -3.49
O -3.65 -6.04 -4.34
N -4.88 -5.64 -2.76
N -3.27 -4.30 -3.23
H -5.54 -6.35 -3.05
H -5.05 -4.91 -2.07
H -3.53 -3.58 -2.58
H -2.52 -4.09 -3.88
C -1.39 -0.07 -6.38
O -0.95 -1.03 -7.02
N -1.18 0.11 -5.12
N -2.14 0.83 -6.87
H -0.57 -0.40 -4.50
H -1.29 1.09 -4.91
H -2.30 0.80 -7.86
H -2.51 1.58 -6.30
C 3.23 4.96 -3.25
O 3.86 5.92 -3.60
N 3.66 3.76 -3.28
N 1.95 5.02 -2.92
H 3.20 2.95 -2.89
H 4.51 3.58 -3.78
H 1.80 5.96 -2.58
H 1.41 4.29 -2.47
C -4.89 -2.99 1.22
O -5.18 -2.13 0.46
N -5.79 -3.78 1.76
N -3.72 -3.13 1.71
H -6.74 -3.87 1.43
H -5.46 -4.54 2.35
H -3.07 -2.46 1.33
H -3.71 -3.57 2.62
C 6.02 1.51 1.71
O 7.18 1.70 2.14
N 4.97 1.44 2.48
N 5.72 1.04 0.44
H 5.03 1.38 3.48
H 3.99 1.35 2.23
H 4.77 1.13 0.12
H 6.52 0.91 -0.17
C 1.65 -4.30 -1.50
O 2.02 -5.36 -1.61
N 0.76 -3.93 -0.57
N 2.08 -3.26 -2.20
H 0.56 -4.72 0.04
H 0.67 -2.95 -0.38
H 2.70 -3.47 -2.97
H 1.98 -2.29 -1.96
C -3.14 1.42 4.56
O -3.26 1.19 3.41
N -2.85 2.58 5.11
N -3.23 0.53 5.51
H -2.60 3.20 4.36
H -3.03 2.76 6.09
H -3.32 0.82 6.47
H -3.47 -0.42 5.27
C 2.46 -2.59 4.03
O 2.59 -3.61 4.60
N 1.48 -1.75 4.23
N 2.99 -2.34 2.89
H 0.87 -2.02 4.99
H 1.22 -0.87 3.81
H 3.51 -3.12 2.53
H 2.72 -1.51 2.39
C 1.33 6.26 2.34
O 0.85 7.38 2.49
N 2.61 6.04 2.26
N 0.55 5.28 2.12
H 2.77 5.05 2.08
H 3.37 6.70 2.30
H -0.41 5.47 1.90
H 0.93 4.38 1.86
*
```

For the total energy, the calculation gives -74586.3080 eV. As for the energy above the lowest of the compared OMol25 structures with the same formula, charge and spin: 372.2 kcal per mole.

***

The following is a DFT calculation (wB97M-V/def2-TZVPD) of a structure of composition C16H37AlN3O5.

Structure (ORCA input):
```
! RIJCOSX wB97M-V def2-TZVPD def2/J DEFGRID3
* xyz -1 1
C 0.90 -8.40 1.84
C 0.13 -7.43 1.00
C -0.74 -6.28 1.83
Al -2.69 -6.42 1.11
N -3.25 -8.27 0.81
C -3.18 -8.99 1.99
O -3.24 -9.61 3.19
H 2.07 -8.31 1.94
H 0.29 -9.21 2.45
H 0.10 -7.40 -0.17
H -0.74 -6.51 2.99
H -0.25 -5.23 1.64
H -3.60 -5.69 2.22
H -2.68 -5.57 -0.26
C -3.94 1.01 0.40
O -2.92 0.78 -0.57
C -1.67 1.39 -0.23
C -0.63 0.33 0.18
N -0.96 -0.27 1.48
C -0.19 -1.48 1.78
C -0.34 -2.68 0.83
O -1.62 -3.30 0.85
C -2.61 -2.65 0.06
H -4.90 0.70 -0.04
H -3.77 0.40 1.29
H -4.01 2.07 0.66
H -1.78 2.17 0.54
H -1.31 1.88 -1.14
H 0.36 0.80 0.24
H -0.61 -0.42 -0.61
H -1.95 -0.50 1.49
H -0.51 -1.81 2.78
H 0.87 -1.21 1.87
H 0.37 -3.45 1.17
H -0.04 -2.45 -0.20
H -2.19 -2.20 -0.85
H -3.13 -1.90 0.66
H -3.35 -3.40 -0.24
C 2.17 7.54 -0.35
O 1.32 6.86 -1.27
C 1.85 6.78 -2.59
C 2.29 5.34 -2.92
N 3.48 4.95 -2.15
C 3.77 3.52 -2.18
C 2.70 2.56 -1.62
O 2.51 2.65 -0.21
C 1.67 3.71 0.21
H 1.59 7.75 0.56
H 3.02 6.92 -0.07
H 2.52 8.50 -0.76
H 2.67 7.50 -2.75
H 1.04 7.05 -3.27
H 2.51 5.26 -3.99
H 1.44 4.68 -2.69
H 3.36 5.23 -1.18
H 4.69 3.37 -1.60
H 4.00 3.23 -3.21
H 3.05 1.54 -1.81
H 1.74 2.63 -2.15
H 0.86 3.91 -0.50
H 2.26 4.60 0.39
H 1.22 3.43 1.17
*
```

For the total energy, the calculation gives -38489.6134 eV.

***

The following is a DFT calculation (wB97M-V/def2-TZVPD) of a cluster of 2 separate species, C6H6ClNO4 in total.

Structure (ORCA input):
```
! RIJCOSX wB97M-V def2-TZVPD def2/J DEFGRID3
* xyz 0 1
C 0.61 -0.57 2.05
C -0.17 0.43 1.59
C 1.42 -1.35 1.17
C -0.35 0.81 0.17
C 0.69 0.19 -0.87
C 1.54 -0.86 -0.20
N 2.71 -1.26 -0.97
O 3.59 -1.74 -0.31
O 1.85 -2.43 1.48
O 2.55 -1.19 -2.20
O 1.23 1.17 -1.62
Cl 3.15 1.62 0.96
H 0.67 -0.90 3.13
H -0.81 0.96 2.31
H -1.32 0.49 0.01
H -0.30 1.90 -0.06
H 0.05 -0.53 -1.38
H 2.13 1.22 -1.53
*
```

For the total energy, the calculation gives -28513.7766 eV. As for the energy above the lowest of the compared OMol25 structures with the same formula, charge and spin: 115.5 kcal per mole.

***

The following is a DFT calculation (wB97M-V/def2-TZVPD) of a structure of composition C17H24N9OS4Sn.

Structure (ORCA input):
```
! RIJCOSX wB97M-V def2-TZVPD def2/J DEFGRID3
* xyz 1 1
Sn 1.34 -0.04 0.38
O 6.03 -0.84 5.74
C 5.28 -0.38 4.94
S 5.78 0.16 3.31
C 4.23 0.76 2.79
C 3.12 0.58 3.73
S 1.56 0.95 3.39
S 3.53 -0.16 5.25
S 4.06 1.41 1.30
C -3.01 -3.19 -0.36
N -1.59 -3.36 -0.60
C -1.18 -4.71 -1.01
C 0.33 -4.68 -0.87
N 0.53 -3.57 0.04
C 1.85 -3.21 0.48
C -0.55 -2.73 0.03
N -0.50 -1.54 0.55
C -1.69 -0.69 0.57
C -1.35 0.61 1.28
N -0.41 1.40 0.49
C -0.75 2.42 -0.26
N 0.17 3.13 -0.94
C 1.61 2.97 -0.89
C -0.43 4.07 -1.88
C -1.87 4.12 -1.39
N -1.98 2.95 -0.51
C -3.23 2.79 0.21
H -3.54 -3.86 -1.04
H -3.34 -2.18 -0.59
H -3.29 -3.44 0.66
H -1.51 -4.90 -2.03
H -1.63 -5.46 -0.35
H 0.83 -4.49 -1.83
H 0.74 -5.60 -0.44
H 2.43 -4.13 0.59
H 1.80 -2.72 1.45
H 2.37 -2.56 -0.24
H -2.51 -1.16 1.11
H -2.00 -0.45 -0.45
H -0.85 0.35 2.22
H -2.26 1.14 1.55
H 1.92 2.68 0.12
H 2.06 3.93 -1.12
H 1.98 2.24 -1.61
H -0.34 3.71 -2.90
H 0.07 5.04 -1.81
H -2.58 4.02 -2.21
H -2.09 5.04 -0.84
H -3.95 3.48 -0.23
H -3.14 3.05 1.27
H -3.64 1.79 0.11
N 1.06 -0.29 -1.72
C 0.77 0.21 -2.75
N 0.47 0.71 -3.85
C -0.09 1.82 -4.24
N -0.59 2.81 -4.58
*
```

For the total energy, the calculation gives -82643.0247 eV. As for the energy above the lowest of the compared OMol25 structures with the same formula, charge and spin: 1.4 kcal per mole.

***

The following is a DFT calculation (wB97M-V/def2-TZVPD) of a cluster of 2 separate species, C6H6N3O4 in total.

Structure (ORCA input):
```
! RIJCOSX wB97M-V def2-TZVPD def2/J DEFGRID3
* xyz -1 1
C 1.06 -2.76 -0.41
C -0.85 -1.93 -2.52
C -0.10 0.49 0.65
C -1.32 0.05 -0.26
C 1.04 -0.32 0.01
C -0.94 -1.40 -0.52
N 1.73 -3.66 -0.47
N 0.43 -1.61 -0.27
N -1.82 -2.30 -0.04
O -1.28 -3.02 -2.52
O -3.04 -2.08 0.01
O -0.33 -0.97 -3.06
O -1.37 -3.41 0.12
H 0.03 1.56 0.60
H -0.36 0.12 1.67
H -2.31 0.12 0.19
H -1.23 0.56 -1.18
H 1.15 0.01 -1.02
H 1.91 -0.49 0.67
*
```

For the total energy, the calculation gives -18977.3577 eV. As for the energy above the lowest of the compared OMol25 structures with the same formula, charge and spin: 9.8 kcal per mole.

***

The following is a DFT calculation (wB97M-V/def2-TZVPD) of a cluster of 2 separate species, C3H5N3 in total.

Structure (ORCA input):
```
! RIJCOSX wB97M-V def2-TZVPD def2/J DEFGRID3
* xyz 0 1
C -1.68 -0.47 0.02
C -0.21 -0.25 0.02
N 0.77 -0.93 -0.12
N 1.99 -0.92 -0.41
N 1.98 1.44 -0.10
C 0.81 1.60 0.01
H -2.17 0.22 0.72
H -2.07 -0.26 -0.98
H -1.93 -1.50 0.29
H 2.54 -1.19 0.41
H -0.03 2.26 0.12
*
```

For the total energy, the calculation gives -7658.0352 eV. As for the energy above the lowest of the compared OMol25 structures with the same formula, charge and spin: 101.9 kcal per mole.

***

The following is a DFT calculation (wB97M-V/def2-TZVPD) of a cluster of 8 separate species, C24H36F4O24 in total.

Structure (ORCA input):
```
! RIJCOSX wB97M-V def2-TZVPD def2/J DEFGRID3
* xyz 0 1
O 6.53 -6.68 -0.26
C 5.53 -6.20 0.12
O 5.44 -5.22 1.06
C 4.12 -4.70 1.08
C 3.34 -5.63 0.18
F 2.80 -4.95 -0.88
O 4.29 -6.56 -0.29
H 3.71 -4.74 2.09
H 4.04 -3.70 0.66
H 2.55 -6.18 0.68
O 3.68 -0.77 1.68
C 4.25 0.24 1.38
O 5.38 0.70 1.95
C 5.44 2.09 1.63
C 4.94 2.00 0.19
F 5.89 1.47 -0.61
O 3.90 1.05 0.38
H 4.84 2.79 2.21
H 6.46 2.46 1.66
H 4.55 2.94 -0.20
O -2.48 4.57 4.38
C -3.23 4.28 3.52
O -4.06 5.11 2.84
C -4.88 4.33 2.00
C -4.19 3.00 1.88
F -3.44 2.86 0.74
O -3.29 3.04 2.98
H -5.85 4.18 2.48
H -5.01 4.84 1.04
H -4.78 2.09 1.93
O -6.26 1.92 4.76
C -5.64 0.92 4.65
O -6.18 -0.24 4.16
C -5.15 -1.21 3.96
C -4.09 -0.68 4.95
F -2.84 -0.93 4.54
O -4.34 0.71 4.89
H -5.50 -2.19 4.23
H -4.74 -1.23 2.95
H -4.21 -0.93 6.01
C -1.66 -4.30 -0.84
O -2.30 -4.35 0.41
C -3.61 -4.21 0.50
O -4.38 -4.14 -0.41
O -3.92 -4.18 1.79
C -5.29 -3.99 2.10
H -2.28 -3.92 -1.65
H -1.20 -5.27 -1.06
H -0.80 -3.64 -0.72
H -5.43 -3.97 3.17
H -5.89 -4.83 1.74
H -5.70 -3.12 1.61
C 2.31 7.36 -2.61
O 1.93 6.20 -1.89
C 2.45 5.06 -2.32
O 3.38 4.94 -3.07
O 1.80 4.05 -1.75
C 2.19 2.74 -2.17
H 1.74 8.24 -2.32
H 2.07 7.28 -3.67
H 3.38 7.51 -2.48
H 3.24 2.50 -2.03
H 1.96 2.59 -3.22
H 1.57 2.10 -1.55
C -1.02 0.83 -4.18
O 0.39 0.97 -4.05
C 1.14 0.02 -4.59
O 0.76 -1.00 -5.12
O 2.40 0.40 -4.50
C 3.40 -0.41 -5.09
H -1.51 1.51 -3.49
H -1.27 -0.19 -3.93
H -1.37 1.09 -5.18
H 4.32 0.16 -5.16
H 3.07 -0.76 -6.07
H 3.63 -1.30 -4.50
C -2.16 -0.04 0.53
O -1.20 -0.98 0.05
C -0.07 -0.47 -0.42
O 0.26 0.68 -0.43
O 0.68 -1.52 -0.76
C 1.92 -1.32 -1.41
H -2.36 0.73 -0.22
H -1.80 0.43 1.44
H -3.08 -0.61 0.66
H 1.90 -0.51 -2.15
H 2.23 -2.25 -1.88
H 2.69 -0.98 -0.72
*
```

For the total energy, the calculation gives -85481.7382 eV. As for the energy above the lowest of the compared OMol25 structures with the same formula, charge and spin: 13.7 kcal per mole.

***

The following is a DFT calculation (wB97M-V/def2-TZVPD) of a structure of composition C31H37N5Ni.

Structure (ORCA input):
```
! RIJCOSX wB97M-V def2-TZVPD def2/J DEFGRID3
* xyz -2 3
Ni 0.37 -1.26 0.18
N 2.58 -0.32 2.40
N -1.80 0.24 3.06
C -0.44 -2.25 -1.45
C -1.45 -2.31 -0.43
C -0.88 -2.93 0.72
C -1.59 -3.25 1.99
H -2.57 -2.76 2.01
H -1.03 -2.91 2.86
H -1.75 -4.33 2.08
C 0.45 -3.35 0.38
C 1.38 -4.10 1.27
H 1.54 -5.12 0.89
H 0.97 -4.17 2.28
H 2.35 -3.60 1.33
C 0.71 -2.96 -0.98
C 1.89 -3.36 -1.77
H 2.81 -3.26 -1.18
H 1.99 -2.76 -2.67
H 1.81 -4.42 -2.07
C -2.88 -1.95 -0.57
H -3.52 -2.84 -0.68
H -3.05 -1.31 -1.44
H -3.22 -1.43 0.34
C -0.64 -1.69 -2.82
H 0.31 -1.36 -3.25
H -1.31 -0.82 -2.78
H -1.09 -2.43 -3.50
C 3.71 0.13 2.94
H 4.60 -0.50 2.85
C 3.82 1.39 3.57
H 4.78 1.71 3.96
C 2.66 2.16 3.70
H 2.67 3.14 4.18
C 1.46 1.65 3.21
H 0.51 2.17 3.34
C 1.46 0.43 2.48
C 0.25 -0.12 1.82
H 0.13 -1.20 2.10
C -1.04 0.56 2.02
C -2.93 1.01 3.01
H -3.72 0.93 3.75
C -2.89 1.81 1.90
H -3.60 2.53 1.54
N -1.72 1.50 1.21
C -1.52 1.90 -0.15
C -2.56 1.72 -1.08
C -2.33 2.10 -2.41
H -3.08 1.87 -3.17
C -1.20 2.83 -2.79
C -1.05 3.36 -4.18
H -0.14 2.98 -4.67
H -0.98 4.46 -4.18
H -1.91 3.07 -4.80
C -0.22 3.08 -1.83
H 0.68 3.65 -2.10
C -0.38 2.64 -0.52
C 0.66 2.99 0.49
H 0.27 3.60 1.32
H 1.48 3.54 0.02
H 1.09 2.07 0.90
C -3.91 1.16 -0.77
H -4.67 1.95 -0.69
H -3.97 0.58 0.15
H -4.24 0.52 -1.59
N 2.91 1.04 -2.03
C 3.88 0.48 -1.21
C 3.21 -0.36 -0.37
N 1.84 -0.26 -0.62
C 1.71 0.56 -1.67
H 3.06 1.71 -2.79
H 4.92 0.71 -1.27
H 3.58 -1.01 0.41
H 0.78 0.78 -2.20
*
```

For the total energy, the calculation gives -81238.4385 eV.

***

The following is a DFT calculation (wB97M-V/def2-TZVPD) of the ion C4H2IN2 with charge +1.

Structure (ORCA input):
```
! RIJCOSX wB97M-V def2-TZVPD def2/J DEFGRID3
* xyz 1 1
C 1.04 -0.10 -0.76
C 0.78 2.23 -0.01
C -0.29 -1.76 0.30
C -1.32 -1.05 0.60
N 0.74 -1.26 -0.67
N 0.88 1.07 -0.30
I -2.68 0.33 0.24
H 0.71 3.28 -0.05
H 0.15 -2.74 0.65
*
```

For the total energy, the calculation gives -15246.0947 eV. As for the energy above the lowest of the compared OMol25 structures with the same formula, charge and spin: 90.7 kcal per mole.

***

The following is a DFT calculation (wB97M-V/def2-TZVPD) of a cluster of 2 separate species, C2H5OP in total.

Structure (ORCA input):
```
! RIJCOSX wB97M-V def2-TZVPD def2/J DEFGRID3
* xyz 0 1
C -0.72 -1.96 -0.34
C 0.15 0.78 0.38
O -0.20 -2.71 0.45
P 0.13 -1.02 -1.64
H -1.87 -2.01 -0.29
H 0.02 -0.06 1.11
H -0.72 1.38 0.13
H 1.11 1.25 0.40
H 1.28 -1.92 -1.38
*
```

For the total energy, the calculation gives -13487.6865 eV. As for the energy above the lowest of the compared OMol25 structures with the same formula, charge and spin: 73.5 kcal per mole.

***

The following is a DFT calculation (wB97M-V/def2-TZVPD) of a cluster of 2 separate species, C3H9N2O2 in total.

Structure (ORCA input):
```
! RIJCOSX wB97M-V def2-TZVPD def2/J DEFGRID3
* xyz 1 1
C 1.08 -1.03 -0.39
C -0.26 -0.64 1.87
C 0.42 -0.06 0.69
N 1.89 -0.42 -1.26
N -1.24 0.26 -1.24
O 0.90 -2.20 -0.28
O 0.78 1.12 0.67
H -0.92 -1.47 1.60
H -0.85 0.20 2.38
H 0.62 -1.02 2.44
H 2.13 0.52 -1.29
H 2.45 -1.10 -1.79
H -0.40 0.27 -1.84
H -1.89 0.99 -1.48
H -1.64 -0.67 -1.39
H 0.58 1.62 1.49
*
```

For the total energy, the calculation gives -10324.7095 eV. As for the energy above the lowest of the compared OMol25 structures with the same formula, charge and spin: 49.4 kcal per mole.

***

The following is a DFT calculation (wB97M-V/def2-TZVPD) of an isolated molecule of C9H19N.

Structure (ORCA input):
```
! RIJCOSX wB97M-V def2-TZVPD def2/J DEFGRID3
* xyz 0 1
C -0.76 0.48 0.16
C 1.08 0.27 -1.69
C -2.12 0.97 0.20
C 0.20 1.27 1.04
C 1.76 1.64 -1.70
C 2.02 -0.79 -1.08
C -1.09 -1.00 2.44
N -0.31 0.31 -1.20
C -1.28 -1.06 0.92
C -0.94 -2.21 0.20
H -0.88 -0.38 -1.67
H 0.96 -0.01 -2.74
H -2.50 1.51 1.06
H -2.76 0.86 -0.66
H -2.40 -0.87 0.79
H -0.24 1.48 2.01
H 1.14 0.75 1.20
H 0.42 2.23 0.57
H 2.15 1.92 -0.72
H 1.05 2.41 -2.02
H 2.60 1.64 -2.40
H 2.09 -0.69 0.01
H 1.68 -1.80 -1.30
H 3.02 -0.68 -1.49
H -1.53 -0.09 2.85
H -0.03 -1.04 2.69
H -1.58 -1.86 2.90
H -1.69 -2.97 0.00
H -0.03 -2.29 -0.38
*
```

For the total energy, the calculation gives -11126.6888 eV. As for the energy above the lowest of the compared OMol25 structures with the same formula, charge and spin: 98.9 kcal per mole.

***

Which formula does entry 9 have?
C4H2IN2

***

Number 2 is which compound?
C16H37AlN3O5